Entry from OMol25: a molecular structure, C13H20IrN5O3PSTe (wB97M-V/def2-TZVPD).

Calculated values
Total energy   -2118.07685 Eh
Maximum force   0.1149 Eh/bohr
HOMO (alpha / beta)   -11.90 / -14.83 eV
LUMO level (alpha / beta)   -6.2 / -9.3 eV
Molecular weight   677.19 g mol⁻¹
Total charge   +2
Multiplicity   6
Energy above the lowest of the compared OMol25 structures with the same formula, charge and spin   13.2 kcal per mole
Gap between HOMO and LUMO (alpha / beta)   5.6566 / 5.4833 eV

XYZ file:
```
45
Properties=species:S:1:pos:R:3:lowdin_charge:R:1
Ir 0.5535 -0.0050 -1.1687 1.3689
C 2.0700 -3.6254 -2.8721 -0.0035
C 1.2883 -2.5172 -2.1525 -0.2193
N 1.7330 -1.2556 -2.0700 -0.2040
N 3.0505 -1.0465 -2.3691 0.0523
C 3.5008 0.1457 -2.6891 -0.5872
N 4.7950 0.3145 -2.9795 0.1364
S 2.4214 1.6532 -2.8678 1.0046
C -0.1089 -2.6885 -1.8275 -0.2536
C -0.8790 -3.8011 -2.1314 0.0358
C -2.1980 -3.8556 -1.6835 0.0000
C -2.7302 -2.7081 -1.1486 -0.0341
C -1.9690 -1.5604 -1.0007 -0.0901
N -0.6531 -1.6292 -1.2281 -0.1196
H 3.1552 -3.3607 -2.8147 0.0849
H 1.7531 -3.6848 -3.9250 0.1044
H 1.8584 -4.5873 -2.3959 0.0893
H 5.3858 -0.4872 -2.8145 0.1301
H 5.1978 1.2711 -3.0165 0.1371
H -0.4594 -4.5905 -2.7355 0.1247
H -2.8290 -4.7009 -1.7186 0.1179
H -3.7302 -2.6341 -0.8366 0.1061
H -2.3739 -0.7015 -0.4273 0.1230
C -0.9115 4.8405 2.9420 -0.0730
C -1.9930 4.1182 2.1338 -0.2147
O -1.5220 3.2457 1.0508 -0.2318
P -0.6797 1.9380 1.3492 0.3550
O -0.6469 0.9540 0.1542 -0.5119
Te 1.6414 2.7100 1.8428 1.2772
O -1.4025 1.3118 2.6221 -0.2667
C -1.1027 -0.0395 3.2325 -0.1808
C -2.3522 -0.5972 3.9655 -0.0363
H -1.3210 5.0227 3.9573 0.1086
H -0.5493 5.8097 2.4867 0.1131
H -0.0879 4.0917 2.9770 -0.0657
H -2.6893 4.7688 1.5695 0.1463
H -2.5613 3.4493 2.7655 0.1086
H -0.3004 0.0812 3.9115 0.0948
H -0.7631 -0.6174 2.2671 0.1366
H -2.7359 0.2180 4.5840 0.0914
H -2.2040 -1.5630 4.4671 0.0983
H -3.0178 -0.8534 3.1306 0.0791
N 1.9218 2.5332 -0.5070 -0.2870
C 1.7346 1.4959 -1.2713 -0.8863
H 2.7106 3.1371 -0.7580 0.0410
```